{"formula": "C39H49Cl12N2O5P", "method": "ωB97M-V/def2-TZVPD", "total_charge": 0, "orbital_gap_ev": 6.618, "lumo_energy_ev": -1.36, "total_energy_ev": -213995.4396, "fmax_ev_per_a": 5.640, "species": ["C", "C", "C", "C", "C", "C", "C", "C", "C", "C", "C", "O", "C", "C", "O", "N", "O", "C", "C", "P", "C", "O", "C", "C", "C", "C", "C", "C", "C", "C", "C", "C", "C", "C", "C", "N", "C", "C", "C", "C", "C", "C", "O", "H", "H", "H", "H", "H", "H", "H", "H", "H", "H", "H", "H", "H", "H", "H", "H", "H", "H", "H", "H", "H", "H", "H", "H", "H", "H", "H", "H", "H", "H", "H", "H", "H", "H", "H", "H", "H", "H", "H", "H", "H", "H", "H", "H", "H", "C", "Cl", "Cl", "Cl", "H", "C", "Cl", "Cl", "Cl", "H", "C", "Cl", "Cl", "Cl", "H", "C", "Cl", "Cl", "Cl", "H"], "positions_angstrom": [[2.116, 5.212, 3.064], [2.535, 4.135, 1.954], [4.072, 4.318, 1.420], [4.406, 5.829, 0.977], [4.205, 3.260, 0.199], [4.170, 3.661, -1.301], [4.252, 2.646, -2.476], [4.380, 1.124, -2.150], [4.416, 0.721, -0.657], [4.336, 1.748, 0.540], [4.356, 1.169, 2.049], [5.021, 1.689, 2.975], [3.470, -0.170, 2.249], [2.597, -0.373, 3.512], [2.609, 0.637, 4.544], [3.710, 0.506, 5.359], [3.389, -0.044, 6.367], [1.740, -1.658, 3.610], [1.808, -2.676, 2.403], [0.665, -4.210, 2.583], [-0.917, -3.453, 3.378], [1.372, -5.377, 3.627], [2.697, -2.487, 1.148], [2.781, -3.523, -0.078], [2.125, -2.772, -1.363], [0.706, -3.377, -1.813], [-0.535, -2.624, -1.098], [-1.424, -1.797, -2.151], [-2.977, -1.663, -1.741], [-3.267, -1.725, -0.163], [-4.762, -1.274, 0.257], [-4.676, -0.567, 1.698], [-4.084, 0.933, 1.670], [-4.585, 1.816, 0.420], [-4.657, 3.393, 0.847], [-3.912, 4.171, -0.194], [-4.569, 5.025, -1.155], [-3.512, 5.652, -2.100], [-2.121, 5.089, -1.627], [-2.470, 4.174, -0.431], [3.557, -1.197, 1.055], [4.499, -0.828, -0.207], [5.213, -1.682, -0.803], [2.206, 6.258, 2.619], [0.987, 5.048, 3.269], [2.642, 5.073, 4.069], [2.441, 3.046, 2.336], [1.869, 4.198, 1.007], [4.762, 4.068, 2.296], [3.898, 6.128, 0.001], [5.549, 5.877, 0.807], [4.187, 6.531, 1.856], [4.046, 4.766, -1.598], [4.202, 2.932, -3.586], [4.415, 0.295, -2.937], [1.058, -1.833, 4.523], [-1.818, -4.142, 3.260], [-1.104, -2.409, 2.914], [-0.651, -3.296, 4.492], [2.193, -4.935, 3.977], [3.890, -3.756, -0.302], [2.205, -4.483, 0.167], [2.873, -2.727, -2.237], [1.928, -1.668, -1.068], [0.724, -4.508, -1.631], [0.602, -3.157, -2.944], [-1.156, -3.434, -0.574], [-0.173, -1.888, -0.278], [-1.405, -2.330, -3.179], [-1.010, -0.721, -2.229], [-3.549, -2.514, -2.249], [-3.383, -0.679, -2.183], [-3.143, -2.810, 0.188], [-2.522, -1.039, 0.378], [-5.281, -0.640, -0.544], [-5.360, -2.247, 0.404], [-3.947, -1.206, 2.335], [-5.729, -0.539, 2.178], [-2.944, 0.900, 1.631], [-4.465, 1.459, 2.620], [-3.788, 1.693, -0.409], [-5.587, 1.455, 0.004], [-4.261, 3.576, 1.907], [-5.768, 3.710, 0.802], [-5.697, 5.165, -1.183], [-3.726, 6.383, -2.960], [-1.096, 5.328, -2.057], [-1.692, 3.578, 0.170], [-1.563, 3.815, -5.773], [-0.177, 2.745, -5.512], [-2.945, 2.901, -6.398], [-1.998, 4.648, -4.273], [-1.284, 4.563, -6.513], [-1.301, -7.441, -1.253], [0.159, -6.694, -0.588], [-1.834, -8.784, -0.231], [-2.590, -6.239, -1.424], [-1.066, -7.834, -2.240], [4.476, -7.503, 4.384], [4.487, -5.740, 4.543], [3.524, -8.239, 5.682], [3.845, -7.981, 2.802], [5.501, -7.860, 4.467], [-5.381, 0.403, -8.037], [-4.949, -1.186, -7.390], [-6.124, 0.243, -9.635], [-6.467, 1.253, -6.928], [-4.469, 0.990, -8.141]], "forces_ev_per_angstrom": [[-1.3, -0.8, -0.6], [0.6, -0.1, -0.5], [-0.9, 0.0, -0.5], [0.9, -0.8, 0.3], [0.8, -2.2, -1.4], [0.1, -2.7, 0.0], [0.0, -1.9, 3.6], [-0.2, 2.5, 3.2], [-0.4, 1.8, 0.2], [-0.3, 0.7, -3.3], [0.9, 0.5, 0.9], [-2.4, -1.7, -3.2], [-0.7, -1.5, -0.7], [0.3, -2.4, -2.8], [-2.0, -1.4, -3.0], [0.8, -1.6, 3.1], [0.8, 1.1, -1.5], [2.5, 1.3, -3.0], [1.3, 2.4, 1.4], [-0.6, -0.4, -1.8], [1.0, 0.7, 1.3], [0.5, 2.9, 0.0], [0.6, 1.7, 2.0], [-0.2, 1.0, 0.3], [-0.2, 0.5, 0.0], [0.5, 0.9, -0.3], [0.0, -0.5, 0.0], [-0.4, 0.0, 0.3], [-0.1, -0.1, 0.0], [-0.4, 0.3, -0.6], [0.6, -0.8, 0.6], [0.0, 0.2, -0.3], [-0.9, -0.2, -0.3], [0.8, 0.0, 0.5], [-0.5, -1.1, -0.9], [1.4, 2.1, -2.0], [3.8, 0.8, -1.6], [-0.2, -2.5, 3.7], [-4.6, -1.0, 3.0], [-0.2, 2.2, -2.7], [-2.0, 0.0, 3.1], [0.9, -1.0, -1.1], [-2.9, 3.2, 2.2], [0.0, -1.4, 0.9], [1.8, 0.3, -0.2], [-0.4, 0.3, -1.6], [0.1, 1.8, -0.4], [0.8, 0.1, 1.7], [-0.8, 0.0, -1.5], [0.5, -0.2, 1.6], [-1.8, 0.0, 0.1], [0.1, -0.9, -1.5], [0.3, -2.0, 0.7], [0.1, -0.2, 2.1], [0.0, 1.5, 1.3], [1.3, 0.3, -1.7], [1.4, 0.9, 0.1], [0.3, -1.8, 0.6], [-0.9, -0.2, -1.5], [-1.0, -0.9, 0.0], [-1.9, 0.4, 0.6], [0.9, 1.5, -0.3], [-1.1, -0.3, 1.4], [0.4, -1.7, -0.5], [-0.3, 1.9, -0.4], [0.2, -0.6, 1.7], [0.7, 1.3, -0.8], [-0.4, -1.3, -1.3], [0.2, 1.1, 1.6], [-0.4, -1.8, -0.1], [0.6, 1.1, 0.7], [0.5, -1.4, 0.7], [0.1, 1.7, -0.3], [-0.9, -1.1, -0.7], [0.8, -0.8, 1.2], [0.7, 1.6, -0.4], [-1.5, 0.9, -0.8], [1.8, -0.1, -0.7], [-1.5, 0.2, 0.3], [0.9, -0.8, -1.2], [-1.5, 0.3, 1.2], [1.3, 0.6, 0.7], [-0.4, -0.2, -1.7], [2.0, -0.3, 0.1], [1.9, -0.3, 0.2], [0.3, -1.4, 1.7], [-1.7, -0.5, 1.1], [-1.8, 1.0, -0.9], [0.1, 0.3, 0.0], [-0.1, 0.1, 0.0], [0.0, 0.1, 0.0], [0.1, -0.7, -1.2], [0.0, -0.2, 0.1], [0.1, 0.0, 0.0], [-0.2, -0.3, 0.0], [0.0, 0.1, -0.1], [0.1, -0.1, 0.0], [-0.1, 0.1, 0.2], [-0.2, -0.2, -0.1], [0.2, 0.0, 0.0], [0.1, 0.1, -0.1], [0.1, 0.1, 0.2], [-0.2, 0.1, 0.0], [0.0, 0.0, 0.0], [0.0, 0.2, 0.0], [0.1, 0.0, 0.1], [0.1, 0.0, -0.1], [-0.2, -0.1, 0.0]]}

---

{"formula": "FH18O9", "method": "ωB97M-V/def2-TZVPD", "total_charge": -1, "de_lowest_ev": 0.292, "orbital_gap_ev": 10.077, "lumo_energy_ev": 3.01, "total_energy_ev": -21440.5151, "fmax_ev_per_a": 3.393, "species": ["F", "O", "H", "H", "O", "H", "H", "O", "H", "H", "O", "H", "H", "O", "H", "H", "O", "H", "H", "O", "H", "H", "O", "H", "H", "O", "H", "H"], "positions_angstrom": [[-7.430, 6.725, 8.578], [-7.118, 5.678, 10.878], [-7.570, 4.836, 10.694], [-7.266, 6.129, 10.083], [-4.835, 5.169, 9.661], [-5.453, 4.761, 9.029], [-5.518, 5.489, 10.250], [-6.912, 4.415, 8.087], [-7.684, 3.933, 8.380], [-7.102, 5.339, 8.340], [-10.183, 5.989, 10.341], [-10.107, 6.556, 9.553], [-9.599, 6.393, 11.010], [-6.427, 6.193, 6.002], [-6.636, 6.660, 6.795], [-7.075, 5.484, 6.078], [-9.635, 6.164, 7.342], [-10.114, 5.455, 7.833], [-8.830, 6.377, 7.823], [-7.902, 8.826, 7.088], [-8.448, 9.419, 7.547], [-7.701, 8.130, 7.705], [-7.703, 9.261, 10.032], [-7.292, 9.134, 10.910], [-7.671, 8.422, 9.603], [-4.717, 8.025, 7.893], [-5.380, 7.447, 8.260], [-3.947, 7.488, 7.895]], "forces_ev_per_angstrom": [[0.0, 1.0, 0.5], [-0.5, -1.8, 2.8], [0.3, 0.3, 0.4], [-0.5, 1.8, -2.4], [0.4, -0.2, -0.6], [0.7, -0.4, -0.3], [0.1, 0.3, 0.9], [0.0, -1.4, -0.2], [-0.2, -0.3, 0.0], [-0.1, 0.4, -0.3], [0.2, 0.4, 0.2], [0.1, -0.1, 0.4], [-0.2, -0.2, -0.6], [0.0, -0.7, -1.0], [0.1, 0.9, 0.7], [0.2, -0.2, -0.3], [-1.8, -1.0, 0.0], [0.8, 0.8, -0.6], [0.5, 0.0, 0.3], [0.7, -0.3, -1.7], [-1.1, 1.3, 1.0], [0.2, -0.5, 0.3], [0.0, 1.2, 1.5], [-0.3, 0.0, -0.8], [0.3, -1.2, -0.5], [-0.5, 1.1, -0.1], [-0.5, -0.3, 0.3], [1.0, -0.8, 0.0]]}

---

{"formula": "C5H13BrN", "method": "ωB97M-V/def2-TZVPD", "total_charge": 1, "de_lowest_ev": 3.854, "orbital_gap_ev": [7.186, 9.655], "lumo_energy_ev": [-4.40, -3.43], "total_energy_ev": -76918.5479, "fmax_ev_per_a": 0.945, "species": ["C", "C", "C", "C", "C", "N", "Br", "H", "H", "H", "H", "H", "H", "H", "H", "H", "H", "H", "H", "H"], "positions_angstrom": [[0.854, -1.808, 0.932], [0.049, -0.174, -3.132], [-0.540, 1.130, 2.499], [0.625, -0.356, 0.912], [0.024, 1.107, -2.417], [-0.631, 0.168, 1.370], [-1.485, 1.642, -1.479], [0.390, -2.271, 1.805], [1.919, -2.021, 0.948], [0.440, -2.312, 0.049], [-0.508, -0.951, -2.610], [1.080, -0.490, -3.281], [-0.399, -0.078, -4.131], [-0.089, 0.647, 3.364], [0.081, 1.974, 2.208], [-1.531, 1.491, 2.762], [1.361, 0.361, 0.609], [0.714, 1.898, -2.644], [-1.221, -0.629, 1.651], [-1.133, 0.671, 0.586]], "forces_ev_per_angstrom": [[-0.1, -0.1, -0.1], [-0.2, -0.2, -0.2], [0.2, 0.4, 0.7], [0.6, -0.3, -0.1], [0.4, -0.1, 0.1], [-0.9, 0.0, -0.2], [-0.4, 0.2, 0.1], [0.0, -0.1, 0.1], [0.1, 0.0, 0.0], [0.0, 0.0, 0.0], [0.0, -0.1, 0.0], [0.0, -0.1, 0.0], [0.0, 0.0, 0.0], [0.0, -0.1, -0.1], [0.0, -0.1, -0.1], [-0.1, -0.1, -0.1], [0.0, 0.3, 0.0], [0.0, 0.2, 0.1], [0.1, 0.4, -0.1], [0.3, -0.4, 0.2]]}

---

{"formula": "C3H13NO2S", "method": "ωB97M-V/def2-TZVPD", "total_charge": 0, "de_lowest_ev": 0.878, "orbital_gap_ev": 8.798, "lumo_energy_ev": 0.39, "total_energy_ev": -19741.5642, "fmax_ev_per_a": 3.014, "species": ["C", "C", "C", "S", "N", "H", "H", "H", "H", "H", "H", "H", "H", "H", "H", "H", "O", "H", "H", "O"], "positions_angstrom": [[-0.688, -1.201, -0.443], [-1.231, 0.202, -0.109], [-1.842, 0.894, -1.308], [-2.255, 2.643, -1.060], [-0.224, -1.844, 0.768], [0.224, -1.068, -1.029], [-1.465, -1.784, -0.930], [-2.036, 0.046, 0.617], [-0.420, 0.737, 0.382], [-2.784, 0.396, -1.520], [-1.236, 0.770, -2.204], [-2.205, 2.644, 0.278], [0.702, -2.081, 1.008], [-0.913, -2.353, 1.293], [5.095, -2.438, 1.465], [4.947, -3.632, 2.409], [4.445, -3.041, 1.843], [2.952, -0.211, 1.256], [3.197, 0.426, -0.053], [2.561, 0.364, 0.662]], "forces_ev_per_angstrom": [[1.1, 0.7, 1.0], [-0.2, -0.6, 0.1], [-0.4, -0.3, 0.0], [0.2, 0.3, -0.1], [-1.7, -0.2, 0.6], [-0.4, -0.2, -0.6], [0.2, -0.2, -0.4], [0.1, 0.2, 0.2], [-0.1, 0.3, -0.1], [-0.1, -0.1, -0.2], [0.2, 0.3, 0.0], [0.0, -0.1, 0.0], [0.9, 0.0, -0.4], [0.1, 0.0, 0.0], [0.0, -0.2, 0.1], [0.1, 0.0, 0.1], [0.0, 0.2, -0.1], [1.1, -1.9, 2.1], [0.0, 0.1, -0.2], [-1.1, 1.7, -1.9]]}